{"formula": "C32H72BN4O20S6", "method": "the ωB97M-V functional and the def2-TZVPD basis", "energy_ev": -146947.2169, "homo_ev": -7.30, "orbital_gap_ev": 8.74, "charge": -1, "elements": ["O", "C", "O", "B", "O", "C", "O", "O", "C", "O", "C", "O", "O", "C", "S", "O", "C", "H", "H", "H", "H", "H", "H", "C", "S", "O", "C", "H", "H", "H", "H", "H", "H", "C", "S", "O", "C", "H", "H", "H", "H", "H", "H", "C", "S", "O", "C", "H", "H", "H", "H", "H", "H", "C", "S", "O", "C", "H", "H", "H", "H", "H", "H", "C", "S", "O", "C", "H", "H", "H", "H", "H", "H", "C", "O", "N", "C", "C", "H", "H", "H", "H", "H", "H", "H", "C", "O", "N", "C", "C", "H", "H", "H", "H", "H", "H", "H", "C", "O", "N", "C", "C", "H", "H", "H", "H", "H", "H", "H", "C", "O", "N", "C", "C", "H", "H", "H", "H", "H", "H", "H", "O", "C", "O", "C", "C", "C", "H", "H", "H", "H", "H", "H", "H", "H"], "xyz": [[-1.558, -1.241, 0.878], [-0.440, -0.854, 0.670], [0.140, 0.302, 0.800], [1.450, 0.192, 0.140], [1.632, -1.227, -0.191], [0.637, -1.837, 0.264], [0.528, -3.068, 0.152], [2.551, 0.707, 0.989], [3.093, 1.809, 0.442], [4.012, 2.478, 0.827], [2.338, 2.104, -0.934], [1.387, 1.154, -1.056], [2.544, 3.060, -1.689], [7.242, -3.572, -0.795], [7.101, -5.363, -0.557], [8.173, -5.931, 0.345], [5.508, -5.523, 0.381], [6.317, -3.229, -1.259], [8.045, -3.373, -1.503], [7.239, -3.187, 0.225], [4.649, -5.364, -0.270], [5.272, -4.729, 1.089], [5.313, -6.539, 0.724], [-5.281, 3.685, 1.710], [-4.459, 5.128, 0.987], [-4.802, 6.315, 1.904], [-5.327, 5.358, -0.660], [-5.014, 3.548, 2.758], [-4.937, 2.743, 1.285], [-6.360, 3.785, 1.594], [-5.854, 4.453, -0.963], [-4.724, 5.711, -1.497], [-6.073, 6.143, -0.527], [10.046, 4.392, -0.474], [10.046, 6.017, -1.407], [10.163, 5.725, -2.917], [8.286, 6.352, -1.201], [9.528, 3.641, -1.071], [9.583, 4.539, 0.502], [11.050, 3.995, -0.325], [7.506, 5.737, -1.651], [8.128, 7.334, -1.647], [8.018, 6.421, -0.147], [-9.453, -3.593, -0.903], [-9.160, -2.664, 0.631], [-8.256, -1.529, 0.158], [-7.930, -3.837, 1.244], [-8.627, -3.442, -1.597], [-10.339, -3.210, -1.410], [-9.657, -4.624, -0.613], [-8.266, -4.661, 1.872], [-7.129, -3.447, 1.873], [-7.519, -4.373, 0.389], [1.947, 8.537, -0.184], [1.579, 9.839, 1.074], [0.179, 10.377, 0.790], [1.345, 8.759, 2.544], [1.273, 7.681, -0.145], [2.955, 8.181, 0.028], [1.772, 8.802, -1.227], [2.059, 7.951, 2.703], [0.501, 8.179, 2.171], [0.866, 9.176, 3.429], [2.773, 3.769, 5.939], [1.152, 3.753, 6.801], [0.769, 5.244, 6.979], [0.176, 3.016, 5.481], [3.524, 4.143, 6.635], [2.808, 4.501, 5.133], [2.894, 2.713, 5.697], [0.535, 2.004, 5.290], [0.484, 3.660, 4.658], [-0.907, 2.996, 5.603], [-5.897, 0.116, -4.528], [-6.931, 0.046, -5.187], [-4.948, 1.028, -4.617], [-4.924, 1.821, -5.825], [-3.607, 1.051, -3.964], [-5.607, -0.508, -3.668], [-4.394, 1.286, -6.614], [-4.565, 2.842, -5.699], [-5.966, 1.936, -6.123], [-2.900, 0.306, -4.329], [-3.207, 2.066, -3.966], [-3.849, 0.684, -2.967], [-0.219, -8.684, 7.426], [0.163, -9.608, 8.104], [-0.776, -8.699, 6.156], [-0.654, -9.920, 5.373], [-1.055, -7.574, 5.237], [-0.055, -7.640, 7.734], [0.039, -10.582, 5.892], [-0.142, -9.785, 4.421], [-1.574, -10.434, 5.098], [-0.380, -7.377, 4.404], [-1.978, -7.793, 4.699], [-1.137, -6.578, 5.672], [5.198, 0.346, -7.596], [4.486, 0.272, -8.672], [4.911, 1.153, -6.597], [5.781, 1.426, -5.450], [3.734, 2.017, -6.650], [6.129, -0.214, -7.416], [6.010, 2.489, -5.373], [6.734, 0.907, -5.546], [5.235, 0.986, -4.615], [3.028, 1.943, -5.824], [4.016, 3.065, -6.545], [3.053, 1.702, -7.441], [-3.535, -1.192, 6.407], [-2.454, -1.355, 6.934], [-4.676, -0.720, 6.923], [-5.819, -0.346, 6.004], [-4.756, -0.382, 8.311], [-3.726, -1.216, 5.323], [-6.635, -1.064, 6.083], [-5.641, -0.432, 4.932], [-6.179, 0.652, 6.253], [-5.733, -0.739, 8.637], [-4.243, -1.048, 9.005], [-4.538, 0.677, 8.443], [-1.986, -3.350, -6.273], [-0.811, -3.466, -6.673], [0.140, -4.198, -6.018], [-0.269, -5.330, -5.203], [0.927, -6.178, -4.760], [-0.273, -2.614, -7.833], [-0.754, -6.071, -5.838], [-0.911, -4.970, -4.398], [0.675, -6.846, -3.936], [1.596, -5.395, -4.404], [1.432, -6.839, -5.464], [-0.011, -3.278, -8.656], [0.586, -1.966, -7.654], [-1.199, -2.112, -8.116]]}